122
Properties=species:S:1:pos:R:3:forces:R:3:mulliken_charge:R:1 method="wB97M-V/def2-TZVPD" homo_ev=-10.5 lumo_energy_ev=-2.95 homo_lumo_gap_ha=0.276 charge=+1
C 5.859449 -1.283469 2.792066 -0.1736 -0.0207 0.1725 -1.400
C 4.886554 -1.319065 1.618267 0.0500 -0.2242 0.2473 -0.024
O 5.017630 -0.163432 0.767437 -0.2521 -0.0253 -0.1172 -0.340
C 4.301498 0.950688 1.147397 0.2897 -0.2352 0.1765 -0.732
N 3.136962 1.133066 0.177477 -0.2103 -0.0186 0.4205 1.004
C 1.806226 0.782710 0.750010 -0.4095 0.1570 -0.2050 -1.637
C 0.898772 0.399513 -0.423688 -0.3923 -0.2365 -0.1538 0.941
C 1.203679 -1.009946 -0.951284 0.4221 -0.1001 0.1398 -0.961
C 1.464816 -2.122532 0.072467 -0.1278 0.0338 -0.0648 -0.662
C 0.492905 -2.292975 1.231449 0.1286 -0.3979 0.0976 -0.039
N 1.033882 -3.309935 2.145334 -0.3273 0.1808 -0.1398 -0.487
C -0.575382 0.625292 -0.072691 0.0799 0.1805 0.0295 -0.358
C -1.531868 0.416243 -1.238395 -0.3863 -0.1154 -0.0693 0.580
C -3.016880 0.558962 -0.831791 0.4326 -0.5711 -0.2578 -1.140
P -4.134467 -0.627945 -1.643278 -1.2852 0.6091 -0.3056 0.531
O -5.474552 -0.060398 -1.811431 0.2248 -0.0711 0.0848 -0.781
O -4.183965 -1.972364 -0.779012 0.5536 0.1272 -0.0617 -0.425
C -3.139994 -2.349146 0.129841 0.1294 -0.3117 0.0147 0.912
C -3.045868 -3.870303 0.195174 -0.0119 0.1076 -0.2233 -1.430
O -3.468957 -0.977827 -3.049216 0.2425 -0.3427 0.3876 -0.336
C -2.757766 -2.203539 -3.298682 0.3612 -0.0639 -0.1540 0.396
C -1.723802 -1.969020 -4.400386 0.0443 -0.2056 0.1560 -1.301
O 1.216453 1.257598 -1.541782 0.2605 0.0206 -0.0879 -0.554
C 1.697938 2.536295 -1.220586 -0.1524 0.1781 0.3283 2.138
C 1.627888 3.326559 -2.545618 0.1034 -0.1995 -0.1467 -1.311
O 2.086775 2.859049 -3.540797 -0.0642 0.1011 0.0579 -0.422
C 0.914538 4.715604 -2.731001 0.0424 -0.2181 0.1941 0.674
F 1.867867 5.539567 -3.205925 0.0745 0.1108 0.0399 -0.308
F -0.021391 4.561700 -3.679264 -0.0606 -0.0666 -0.0806 -0.292
C 0.250852 5.476639 -1.547494 -0.2594 0.2097 -0.2770 0.793
F -0.229826 6.615900 -2.064703 -0.0247 0.0558 -0.1597 -0.326
F 1.204069 5.819614 -0.676854 0.0758 -0.0797 0.2935 -0.207
C -0.966572 4.758881 -0.847612 0.1653 -0.0096 0.0029 0.986
F -1.237184 3.587818 -1.510430 0.0937 -0.0882 -0.1255 -0.242
F -2.038510 5.537714 -0.963762 -0.1098 0.0506 0.0180 -0.364
C -0.857088 4.330868 0.643494 -0.0857 -0.1286 -0.0500 -0.038
O 0.118232 4.423293 1.328835 0.0206 0.0362 0.0155 -0.469
O -2.005530 3.815368 1.084769 0.3530 -0.4126 0.2608 -0.467
C 3.120299 2.461290 -0.551395 0.3557 0.0654 0.0903 0.462
C 4.292405 2.402885 -1.534675 -0.2621 0.0355 -0.6849 -1.833
O 4.156082 1.249742 -2.332794 -0.0410 -0.2000 0.5587 -0.142
C 5.339442 0.449614 -2.465300 0.1685 -0.1741 -0.3980 -0.170
C 6.202889 0.920509 -3.618097 -0.3314 0.0851 -0.1914 -1.420
P 3.227452 4.038200 0.569325 -0.0288 0.1881 -0.3463 0.643
O 2.963969 3.403745 2.047496 -0.2508 -0.4868 -0.0393 -0.542
Cl 5.246179 4.315418 0.704483 0.0676 -0.0220 0.1145 -0.240
H 5.345728 -1.039077 3.721878 0.0458 0.1056 0.0070 0.356
H 6.641354 -0.543852 2.629938 0.0611 -0.0597 -0.0987 0.322
H 6.324942 -2.255760 2.940727 0.0480 0.0023 -0.0441 0.394
H 3.858741 -1.403594 1.982426 -0.0381 0.0630 -0.0534 0.111
H 5.058236 -2.185071 0.983083 0.1159 0.1104 -0.1373 0.475
H 3.897342 0.859754 2.154584 -0.1214 0.1272 -0.0195 0.520
H 4.932179 1.829948 1.085563 -0.0497 0.0738 -0.0601 0.437
H 3.291544 0.427293 -0.560383 0.3490 0.2297 -0.1881 0.163
H 1.923153 -0.019429 1.471284 0.0596 -0.0934 -0.0762 1.289
H 1.383592 1.640047 1.269486 0.2274 0.0529 0.0727 -0.038
H 0.437076 -1.316714 -1.659535 -0.0696 0.1353 -0.0058 0.276
H 2.116840 -0.914957 -1.548592 -0.0835 -0.0446 -0.1568 0.135
H 2.474468 -2.037556 0.478150 -0.0078 0.0579 0.0743 -0.301
H 1.459501 -3.064991 -0.481370 0.1187 -0.0109 -0.0183 0.869
H -0.488978 -2.579296 0.836067 -0.0463 0.1882 0.0279 -0.274
H 0.366703 -1.381882 1.818736 -0.0198 0.0526 -0.0661 0.579
H 0.437083 -3.358176 2.964814 0.1074 -0.0878 0.0724 0.168
H 0.947602 -4.221463 1.705809 0.1109 -0.0323 0.0409 0.335
H -0.875155 -0.004791 0.768851 0.0776 -0.0286 -0.0009 0.726
H -0.659300 1.658550 0.282496 -0.0729 -0.0121 0.0844 -0.295
H -1.323987 1.109050 -2.051332 0.1196 0.0118 0.0158 0.667
H -1.388269 -0.574285 -1.667859 0.1380 0.0042 0.0276 -0.748
H -3.429008 1.522297 -1.137826 -0.0614 0.0866 0.2346 0.414
H -3.145360 0.388279 0.239976 -0.1124 0.3026 0.0576 0.637
H -3.353506 -1.928328 1.113909 -0.1361 0.0618 -0.0303 0.434
H -2.184268 -1.943367 -0.207868 -0.0374 0.1230 0.0470 -0.625
H -2.222175 -4.240136 -0.416491 0.0076 -0.0419 0.0061 0.304
H -3.960435 -4.297781 -0.211592 -0.0678 -0.0375 0.1679 0.446
H -2.906088 -4.220299 1.215488 -0.0014 -0.0329 0.0155 0.358
H -2.250175 -2.538531 -2.391730 -0.0868 0.0249 0.0873 -0.338
H -3.463919 -2.986527 -3.568734 -0.1535 0.1151 -0.0154 0.501
H -1.748766 -0.929798 -4.719302 -0.0383 -0.0111 -0.0907 0.310
H -1.896991 -2.621697 -5.252910 -0.0843 0.1289 -0.0996 0.328
H -0.718990 -2.194138 -4.040051 0.0346 0.0904 -0.0010 0.314
H 1.024224 3.025392 -0.507212 0.0265 -0.0043 0.0807 -0.803
H -2.441251 3.263079 0.414730 -0.3153 0.4355 -0.1445 0.297
H 5.257250 2.409471 -1.030062 -0.0166 -0.0585 0.2116 0.820
H 4.258453 3.308257 -2.151080 0.0794 0.0030 -0.0197 0.637
H 4.981910 -0.559574 -2.676045 -0.0906 0.0214 0.0160 0.331
H 5.884569 0.403621 -1.519702 -0.0057 0.1066 0.0466 0.271
H 6.759216 1.829508 -3.391808 0.1010 -0.0559 0.0623 0.319
H 5.545931 1.136711 -4.462324 0.0230 0.0046 -0.0199 0.316
H 6.878243 0.130480 -3.942892 0.1831 0.0717 0.1527 0.430
H 2.041227 3.548340 2.315766 0.1121 0.3522 0.0985 0.394
C -0.538450 -5.975149 5.312700 -0.0106 -0.0094 0.0048 -0.745
O 0.251491 -6.294202 4.179806 0.0021 0.0045 0.0020 -0.364
C 1.595597 -5.852662 4.276965 -0.0781 -0.0106 -0.0967 -0.086
C 2.541421 -6.937905 4.745128 0.0872 -0.0359 0.1220 -0.736
O 2.258555 -7.364083 6.062232 -0.1176 0.0642 -0.0011 -0.377
C 1.502982 -8.562142 6.132007 0.0387 -0.0300 0.0087 -0.710
H -1.429044 -6.599604 5.277229 -0.0104 0.0137 -0.0243 0.250
H -0.004138 -6.167791 6.244468 -0.0046 -0.0089 -0.0002 0.352
H -0.845903 -4.922561 5.289993 0.0229 0.0085 0.0253 0.291
H 1.662783 -4.983298 4.940935 0.0266 -0.0076 0.0173 0.343
H 1.899087 -5.537390 3.275395 0.1045 0.0157 0.0327 0.161
H 3.557691 -6.531461 4.746061 0.0047 -0.0102 -0.0449 0.375
H 2.516516 -7.784136 4.050417 -0.0238 0.0054 -0.0111 0.373
H 2.141402 -9.432792 5.952484 -0.0149 -0.0057 -0.0299 0.321
H 0.682134 -8.565409 5.411477 -0.0060 0.0057 0.0051 0.306
H 1.093023 -8.629688 7.137811 0.0295 -0.0057 0.0138 0.250
C -7.952623 5.449295 -2.890810 -0.0550 -0.0053 -0.0228 -0.660
O -8.259244 4.669198 -1.750443 0.1356 0.0369 0.0424 -0.386
C -7.838038 3.318313 -1.849372 -0.1454 0.0606 0.0331 -0.700
C -6.528061 3.069380 -1.140522 0.1611 -0.1842 -0.0247 -0.138
O -5.447161 3.792316 -1.731107 0.0128 0.0396 0.0509 -0.308
C -5.136683 4.989130 -1.050608 0.0375 -0.0059 0.0305 -0.723
H -8.035092 6.496223 -2.602756 -0.0298 -0.0018 0.0024 0.249
H -6.940071 5.257127 -3.253748 0.0046 0.0081 0.0072 0.252
H -8.663519 5.251460 -3.700036 0.0244 -0.0154 -0.0184 0.329
H -7.761979 3.014613 -2.898093 0.0265 -0.0071 -0.0003 0.364
H -8.607132 2.702687 -1.375261 0.0083 -0.0309 -0.0259 0.383
H -6.277457 2.010295 -1.217196 -0.0714 -0.0436 -0.0219 0.201
H -6.618198 3.325280 -0.078625 -0.0166 0.0738 -0.0155 0.322
H -4.541419 4.772995 -0.152218 -0.0472 0.0941 0.0592 0.229
H -6.029527 5.540728 -0.749648 -0.0265 -0.0283 -0.0266 0.441
H -4.545561 5.613720 -1.719095 0.0084 -0.0233 -0.0159 0.219